Computed, not measured: 2 unconnected molecules or ions with the total composition C4H8O4, with ωB97M-V/def2-TZVPD.

The geometry in XYZ format:
```
16
Properties=species:S:1:pos:R:3:forces:R:3:lowdin_spin:R:1
C -0.7701 0.3577 0.0545 1.2 1.0 1.1 0.090
C -0.0592 -0.9287 0.2360 -2.3 0.1 -1.5 0.610
C -2.2414 0.3870 -0.0083 -3.1 0.5 0.5 0.012
C 2.6030 -0.2525 0.3352 1.1 -2.3 1.0 0.672
O -0.0959 -0.2352 -1.0432 0.1 -1.6 0.5 0.117
O -0.3043 1.5908 0.4575 1.8 1.3 -0.4 0.009
O -0.6801 -2.1420 0.3730 1.6 0.5 1.1 0.131
O 2.4986 0.9005 -0.2372 -0.2 3.6 -4.2 0.241
H -2.7217 -0.5987 0.0564 0.5 0.0 -0.1 0.003
H -2.5980 0.8332 -0.9455 0.4 -0.1 0.0 0.006
H -2.8279 0.9844 0.7764 1.6 -0.6 -0.7 0.001
H 2.7797 -1.2196 -0.0909 0.0 0.1 -0.6 0.046
H 2.6257 -0.0716 1.3521 0.0 -0.5 2.1 0.043
H 0.6338 1.9069 0.1477 -2.4 -1.9 0.7 0.001
H -1.3624 -2.4359 -0.2239 -0.2 0.4 -1.0 0.017
H 2.5202 0.9239 -1.2398 -0.1 -0.5 1.8 0.000
```
Positions in Å, forces in eV/Å.

Output
Relative energy (zero: lowest compared OMol25 entry of this formula, charge and spin) ... 24.8 kJ/mol
LUMO (alpha / beta) ... 0.025 / -0.027 Ha
E ... -457.9430 hartree
Kohn-Sham gap (alpha / beta) ... 7.095 / 9.126 eV
Charge ... 0
Expectation value of S² ... 2.006
2S+1 ... 3